Below is one molecule with the formula C5H9NO3, with properties calculated with ωB97M-V/def2-TZVPD.

For the energy, the calculation gives -12958.135 eV. As for the total charge: 0. As for the LUMO energy: -0.16 eV. The value obtained for the HOMO-LUMO gap is 8.6 eV. As for the HOMO energy: -8.739 eV. As for the structure (SMILES): C[C@@H]1[C@H](O)[C@@H]1NC(=O)O.

Cartesian coordinates (Å):
C: -1.539 -1.351 -0.695
C: -1.288 -0.288 0.338
C: 0.013 -0.059 1.075
N: 1.144 -0.816 0.657
C: 2.004 -0.353 -0.289
O: 2.677 0.737 0.016
O: 1.545 -0.413 -1.460
C: -0.508 0.963 0.075
H: -0.614 -1.825 -1.044
H: -2.138 -2.164 -0.262
H: -2.116 -0.944 -1.538
H: -2.157 -0.115 0.979
H: -0.034 0.174 2.143
H: 1.199 -1.808 0.844
H: -1.161 1.765 0.449
O: 0.370 2.018 -0.791
H: 0.608 2.813 -0.307
H: 1.995 1.666 -0.189

Atomic partial charges in e from the Löwdin method, atoms 1 to 8: number 1, C, carries -0.052; number 2, C, carries -0.226; number 3, C, carries -0.201; number 4, N, carries 0.047; number 5, C, carries -0.565; number 6, O, carries 0.011; number 7, O, carries 0.070; number 8, C, carries -0.087



Below is C40H94Br9Cl3O24P6 as an isolated structure, with properties calculated with ωB97M-V/def2-TZVPD.

For the energy, the calculation gives -815843.771 eV. As for the total charge: 0. As for the LUMO energy: -0.20 eV. The value obtained for the HOMO-LUMO gap is 9.7 eV. As for the HOMO energy: -9.900 eV.

Cartesian coordinates (Å):
C: -0.161 2.105 -5.558
Br: 0.277 3.878 -4.982
Br: 0.401 1.772 -7.356
Br: -2.060 1.795 -5.355
H: 0.338 1.422 -4.881
C: 3.034 5.345 3.815
Br: 4.147 6.485 2.761
Br: 3.429 5.464 5.694
Br: 3.168 3.514 3.206
H: 1.999 5.633 3.710
C: 4.284 3.072 -2.487
Br: 4.099 4.975 -2.785
Br: 6.150 2.605 -2.462
Br: 3.303 2.100 -3.811
H: 3.838 2.843 -1.532
C: 5.332 -1.114 3.860
C: 6.157 -2.239 4.484
O: 6.029 -2.214 5.930
P: 4.833 -2.985 6.599
O: 3.737 -3.313 5.701
O: 4.508 -2.027 7.805
C: 3.452 -2.382 8.710
C: 2.100 -1.934 8.208
O: 5.471 -4.286 7.242
C: 6.456 -4.216 8.290
C: 7.524 -5.235 7.991
H: 5.900 -0.247 3.536
H: 4.731 -1.541 3.059
H: 4.589 -0.801 4.596
H: 5.834 -3.208 4.115
H: 7.221 -2.088 4.321
H: 3.445 -3.453 8.924
H: 3.663 -1.871 9.649
H: 1.690 -2.621 7.468
H: 1.395 -1.927 9.045
H: 2.096 -0.922 7.808
H: 6.836 -3.201 8.423
H: 5.951 -4.467 9.227
H: 7.916 -5.090 6.987
H: 8.308 -5.228 8.747
H: 7.076 -6.230 8.041
C: 0.090 9.119 -0.607
C: -1.331 9.214 -0.098
O: -1.302 9.060 1.333
P: -2.629 8.587 2.078
O: -2.478 8.415 3.516
O: -3.051 7.284 1.289
C: -3.249 6.032 1.943
C: -4.708 5.633 1.812
O: -3.753 9.600 1.595
C: -3.519 11.018 1.697
C: -3.766 11.525 3.109
H: 0.680 9.983 -0.297
H: 0.588 8.276 -0.122
H: 0.114 8.999 -1.687
H: -1.720 10.216 -0.304
H: -1.994 8.524 -0.618
H: -2.607 5.321 1.427
H: -3.001 6.062 3.004
H: -5.357 6.336 2.352
H: -5.014 5.910 0.796
H: -4.989 4.632 2.126
H: -2.498 11.290 1.436
H: -4.278 11.458 1.057
H: -2.954 11.233 3.775
H: -3.756 12.618 3.071
H: -4.711 11.183 3.524
C: -2.876 -4.558 -1.305
C: -3.127 -6.005 -1.654
O: -2.763 -6.375 -3.004
P: -1.415 -5.908 -3.673
O: -0.218 -6.072 -2.844
O: -1.381 -6.723 -5.022
C: -0.653 -7.949 -5.085
C: -1.485 -9.125 -4.584
O: -1.747 -4.447 -4.162
C: -0.679 -3.744 -4.821
C: -1.094 -2.290 -5.019
H: -1.820 -4.324 -1.207
H: -3.243 -3.952 -2.141
H: -3.456 -4.280 -0.428
H: -2.529 -6.664 -1.017
H: -4.167 -6.280 -1.511
H: -0.317 -8.054 -6.118
H: 0.286 -7.929 -4.522
H: -2.439 -9.082 -5.114
H: -0.993 -10.077 -4.767
H: -1.685 -8.995 -3.521
H: 0.206 -3.713 -4.177
H: -0.405 -4.258 -5.742
H: -2.153 -2.234 -5.276
H: -0.913 -1.724 -4.109
H: -0.538 -1.819 -5.829
C: -1.589 2.469 0.626
C: -0.659 2.185 -0.551
O: -0.025 0.917 -0.283
P: 1.042 0.380 -1.320
O: 0.657 0.374 -2.726
O: 2.338 1.223 -0.969
C: 2.845 1.111 0.373
C: 4.229 0.518 0.368
O: 1.437 -1.012 -0.706
C: 0.620 -2.175 -0.953
C: 1.414 -3.444 -0.711
H: -0.979 2.679 1.505
H: -2.161 3.371 0.403
H: -2.288 1.648 0.759
H: -1.305 2.039 -1.419
H: 0.056 2.993 -0.688
H: 3.044 2.151 0.676
H: 2.151 0.760 1.129
H: 4.591 0.433 1.395
H: 4.268 -0.484 -0.076
H: 4.961 1.085 -0.209
H: -0.276 -2.108 -0.331
H: 0.279 -2.179 -1.989
H: 0.865 -4.264 -1.173
H: 2.388 -3.357 -1.190
H: 1.518 -3.647 0.352
C: 4.068 -2.326 -3.790
C: 3.109 -2.868 -4.833
O: 3.380 -4.222 -5.170
P: 3.211 -4.742 -6.647
O: 2.166 -4.096 -7.437
O: 3.020 -6.286 -6.467
C: 3.933 -7.045 -5.650
C: 4.288 -8.338 -6.335
O: 4.679 -4.632 -7.234
C: 5.060 -3.490 -8.022
C: 6.006 -3.934 -9.106
H: 5.081 -2.226 -4.174
H: 3.661 -1.329 -3.604
H: 4.107 -2.856 -2.837
H: 2.066 -2.580 -4.690
H: 3.345 -2.237 -5.709
H: 4.780 -6.442 -5.317
H: 3.448 -7.272 -4.692
H: 4.551 -8.165 -7.381
H: 5.148 -8.788 -5.840
H: 3.457 -9.042 -6.355
H: 4.172 -3.059 -8.488
H: 5.513 -2.742 -7.368
H: 6.184 -3.069 -9.751
H: 6.956 -4.263 -8.690
H: 5.531 -4.699 -9.716
C: -4.849 1.365 2.093
C: -6.281 1.006 1.771
O: -7.084 2.078 2.321
P: -8.668 2.069 2.176
O: -9.294 0.759 2.305
O: -8.975 2.737 0.782
C: -8.391 3.976 0.390
C: -7.452 3.749 -0.766
O: -9.055 3.194 3.198
C: -8.758 3.125 4.617
C: -9.685 2.140 5.284
H: -4.519 2.231 1.519
H: -4.756 1.571 3.158
H: -4.206 0.510 1.873
H: -6.480 0.907 0.705
H: -6.537 0.091 2.306
H: -9.204 4.667 0.152
H: -7.866 4.493 1.199
H: -6.984 4.666 -1.129
H: -6.618 3.161 -0.366
H: -7.893 3.207 -1.599
H: -7.705 2.887 4.748
H: -9.011 4.125 4.957
H: -9.600 2.188 6.373
H: -10.720 2.383 5.043
H: -9.508 1.107 4.989
C: 0.860 -1.213 3.585
Cl: 0.206 -2.503 4.586
Cl: -0.430 -0.347 2.771
Cl: 2.043 -1.850 2.457
H: 1.382 -0.508 4.219

Atomic partial charges in e from the Löwdin method, atoms 1 to 8: number 1, C, carries -1.662; number 2, Br, carries 0.545; number 3, Br, carries 0.583; number 4, Br, carries 0.553; number 5, H, carries -0.075; number 6, C, carries -1.648; number 7, Br, carries 0.588; number 8, Br, carries 0.577



Below is C3F33HfO9P4S3 as an isolated structure, with properties calculated with ωB97M-V/def2-TZVPD.

For the energy, the calculation gives -182204.674 eV. As for the total charge: -4. As for the LUMO energy (spin up / spin down): 8.10 / 8.10 eV. The value obtained for the HOMO-LUMO gap (spin up / spin down) is 3.2 / 7.5 eV. The expectation value of S² is 0.75. As for the HOMO energy (spin up / spin down): 4.876 / 0.572 eV. As for the spin multiplicity: 2.

Cartesian coordinates (Å):
Hf: 0.062 0.090 -0.154
C: -1.047 -2.058 3.972
F: -2.044 -1.259 4.222
F: -0.830 -2.887 5.026
F: -1.422 -2.778 2.914
S: 0.570 -1.007 3.550
O: 1.779 -1.880 3.855
O: 0.430 -0.618 2.137
O: 0.520 0.150 4.484
C: 1.772 -4.590 -1.035
F: 2.314 -5.732 -0.410
F: 2.574 -4.153 -2.037
F: 0.598 -4.681 -1.527
S: 1.542 -3.250 0.356
O: 0.823 -3.925 1.422
O: 2.815 -2.695 0.800
O: 0.722 -2.167 -0.175
C: 0.313 3.874 -3.072
F: -0.003 5.061 -3.609
F: 0.121 2.902 -3.952
F: 1.532 3.885 -2.651
S: -0.858 3.441 -1.566
O: -0.525 2.114 -0.999
O: -0.380 4.515 -0.731
O: -2.212 3.561 -2.072
P: 1.124 -0.525 -3.459
F: 1.530 -0.609 -1.878
F: 2.435 -1.372 -3.925
F: 0.395 -1.991 -3.302
F: 0.747 -0.279 -5.082
F: -0.250 0.295 -2.930
F: 1.810 0.946 -3.459
P: -2.332 2.098 2.200
F: -3.526 3.195 2.614
F: -1.654 2.102 3.740
F: -3.244 0.800 2.615
F: -1.283 1.100 1.537
F: -3.105 1.982 0.725
F: -1.452 3.421 1.825
P: 2.710 1.617 0.765
F: 1.122 1.754 1.158
F: 3.310 1.235 2.217
F: 2.287 0.043 0.513
F: 4.208 1.418 0.074
F: 2.043 1.555 -0.719
F: 2.957 3.179 0.986
P: -2.790 -1.189 -0.705
F: -4.129 -0.751 0.176
F: -3.615 -0.996 -2.106
F: -2.290 0.327 -0.881
F: -1.312 -1.335 -1.369
F: -1.974 -1.112 0.712
F: -2.887 -2.821 -0.791

Atomic partial charges in e from the Löwdin method, atoms 1 to 8: number 1, Hf, carries 1.807; number 2, C, carries -0.642; number 3, F, carries 0.145; number 4, F, carries 0.079; number 5, F, carries 0.114; number 6, S, carries 0.602; number 7, O, carries -0.375; number 8, O, carries -0.422



Below is C4H8KN2O2 as an isolated structure, with properties calculated with ωB97M-V/def2-TZVPD.

For the energy, the calculation gives -27669.419 eV. As for the total charge: +1. As for the LUMO energy: -3.62 eV. The value obtained for the HOMO-LUMO gap is 9.3 eV. As for the HOMO energy: -12.934 eV.

Cartesian coordinates (Å):
C: 0.152 -1.836 0.467
O: -0.561 -0.994 -0.498
C: -0.375 0.431 -0.241
C: 1.129 0.965 -0.554
N: 1.787 1.204 0.776
N: -1.408 1.161 -1.109
C: -2.601 0.936 -0.517
O: -3.644 0.744 0.166
H: -0.387 -1.982 1.472
H: 0.214 -2.911 -0.019
H: 1.230 -1.512 0.683
H: -0.609 0.752 0.849
H: 1.740 0.131 -1.073
H: 1.094 1.892 -1.231
H: 2.808 1.025 0.728
H: 1.596 2.158 1.130
K: -2.164 -2.165 -1.030

Atomic partial charges in e from the Löwdin method, atoms 1 to 8: number 1, C, carries -0.094; number 2, O, carries -0.502; number 3, C, carries -0.315; number 4, C, carries -0.177; number 5, N, carries -0.029; number 6, N, carries 0.130; number 7, C, carries -0.159; number 8, O, carries 0.118



Below is a 7-piece molecular cluster, C35H28F56O7 overall, with properties calculated with ωB97M-V/def2-TZVPD.

For the energy, the calculation gives -203256.128 eV. As for the total charge: 0. As for the LUMO energy: 0.25 eV. The value obtained for the HOMO-LUMO gap is 11.9 eV. As for the HOMO energy: -11.648 eV. As for the structure (SMILES): FC(F)C(F)(F)COC(F)(F)C(F)F.FC(F)C(F)(F)COC(F)(F)C(F)F.FC(F)C(F)(F)COC(F)(F)C(F)F.FC(F)C(F)(F)COC(F)(F)C(F)F.FC(F)C(F)(F)COC(F)(F)C(F)F.FC(F)C(F)(F)COC(F)(F)C(F)F.FC(F)C(F)(F)COC(F)(F)C(F)F.

Cartesian coordinates (Å):
C: 5.281 4.629 -3.690
C: 6.452 4.324 -4.652
C: 7.255 5.548 -5.081
F: 6.425 6.434 -5.639
F: 7.869 6.118 -3.986
F: 7.349 3.523 -4.088
F: 5.973 3.691 -5.728
O: 4.529 3.437 -3.421
C: 4.147 3.101 -2.051
C: 3.077 3.981 -1.477
F: 1.970 4.067 -2.302
F: 2.615 3.560 -0.316
F: 3.651 1.854 -2.094
F: 5.269 3.130 -1.333
H: 4.599 5.275 -4.244
H: 5.557 5.256 -2.843
H: 8.060 5.284 -5.767
H: 3.395 5.020 -1.389
C: -4.957 6.128 -4.434
C: -5.851 5.980 -3.218
C: -6.345 4.632 -2.955
F: -7.192 4.515 -1.890
F: -6.934 3.950 -3.915
F: -5.299 6.578 -2.136
F: -6.969 6.734 -3.472
O: -3.801 5.172 -4.429
C: -2.463 5.605 -4.042
C: -1.486 4.558 -4.659
F: -1.694 4.522 -5.970
F: -0.116 4.783 -4.539
F: -2.119 6.854 -4.442
F: -2.376 5.578 -2.718
H: -4.566 7.133 -4.595
H: -5.446 5.807 -5.353
H: -5.564 3.923 -2.680
H: -1.725 3.571 -4.262
C: 6.080 0.238 -4.668
C: 7.513 -0.255 -4.350
C: 7.769 -1.003 -2.961
F: 8.920 -1.731 -2.833
F: 7.799 -0.135 -1.961
F: 7.822 -1.167 -5.214
F: 8.363 0.796 -4.500
O: 5.039 -0.755 -4.312
C: 4.205 -1.263 -5.416
C: 3.209 -2.307 -4.894
F: 2.589 -1.953 -3.764
F: 2.286 -2.548 -5.894
F: 3.572 -0.246 -6.025
F: 4.965 -1.847 -6.293
H: 5.994 0.696 -5.653
H: 5.849 1.034 -3.960
H: 6.982 -1.728 -2.753
H: 3.754 -3.230 -4.694
C: -0.284 -6.558 3.396
C: 1.150 -6.387 2.987
C: 1.275 -5.044 2.262
F: 2.551 -4.710 1.829
F: 0.325 -4.798 1.317
F: 2.022 -6.372 4.021
F: 1.552 -7.347 2.193
O: -0.535 -5.817 4.630
C: -1.834 -5.205 4.678
C: -2.066 -4.629 6.103
F: -3.262 -4.024 6.304
F: -2.011 -5.606 7.002
F: -1.691 -4.247 3.781
F: -2.774 -6.051 4.290
H: -0.587 -7.540 3.759
H: -0.998 -6.426 2.583
H: 1.073 -4.216 2.941
H: -1.290 -3.902 6.343
C: -6.404 -2.620 5.454
C: -6.257 -1.129 5.738
C: -5.058 -0.802 6.672
F: -4.807 0.453 7.090
F: -4.987 -1.528 7.782
F: -6.371 -0.433 4.689
F: -7.317 -0.729 6.442
O: -5.606 -2.990 4.295
C: -5.647 -4.297 3.791
C: -4.983 -4.469 2.413
F: -5.381 -5.616 1.911
F: -5.355 -3.596 1.531
F: -5.053 -5.136 4.664
F: -6.999 -4.545 3.692
H: -7.434 -2.766 5.131
H: -6.174 -3.145 6.381
H: -4.112 -1.112 6.227
H: -3.895 -4.408 2.414
C: 0.066 -0.754 -2.006
C: -0.092 0.717 -2.513
C: -0.361 1.730 -1.391
F: 0.525 1.705 -0.299
F: -0.652 2.969 -1.824
F: 0.928 1.243 -3.217
F: -1.129 0.707 -3.339
O: -0.891 -1.207 -1.025
C: -1.257 -2.604 -1.081
C: -2.129 -2.900 0.135
F: -2.347 -4.237 0.258
F: -1.755 -2.463 1.337
F: -1.960 -2.808 -2.204
F: -0.116 -3.275 -1.026
H: 1.078 -0.757 -1.600
H: 0.230 -1.465 -2.816
H: -1.250 1.503 -0.803
H: -3.122 -2.534 -0.128
C: 1.147 -0.585 3.835
C: 1.869 -0.071 5.080
C: 1.670 1.523 5.352
F: 2.566 1.934 6.258
F: 1.724 2.261 4.209
F: 1.611 -0.810 6.141
F: 3.190 -0.320 4.800
O: -0.267 -0.628 4.149
C: -1.119 0.214 3.347
C: -2.646 0.116 3.765
F: -3.573 0.776 3.120
F: -3.072 -1.164 3.919
F: -0.747 1.521 3.582
F: -0.977 -0.086 2.076
H: 1.485 -1.607 3.663
H: 1.343 0.007 2.941
H: 0.674 1.678 5.767
H: -2.698 0.557 4.760

Atomic partial charges in e from the Löwdin method, atoms 1 to 8: number 1, C, carries -0.053; number 2, C, carries -0.489; number 3, C, carries -0.292; number 4, F, carries 0.108; number 5, F, carries 0.075; number 6, F, carries 0.135; number 7, F, carries 0.141; number 8, O, carries 0.009



The calculation returns the following molar mass values, one per record and in order: 131.1, 1970.5, 1205.5, 155.2, 1624.5 g mol⁻¹.